A cluster of 5 separate species, C38H37N2O9 in total at a distorted geometry. Source: OMol25; level of theory: ωB97M-V with the def2-TZVPD basis set.

Last column: Mulliken charge in e.
Geometry (Å):
C: 0.465 0.031 -2.289  0.913
C: -0.574 0.561 -2.588  -2.460
C: -1.866 1.227 -3.051  0.869
N: -1.545 2.694 -3.197  -0.035
C: -2.009 3.316 -4.473  -0.201
C: -1.777 2.431 -5.747  -0.531
O: -1.525 1.043 -5.496  -0.490
C: -2.269 0.526 -4.395  -0.473
C: -3.818 0.457 -4.656  -0.477
C: -4.492 -0.321 -3.475  -0.824
C: -5.273 0.521 -2.396  -0.749
C: -5.198 2.072 -2.510  -0.551
N: -6.379 2.596 -3.201  0.348
C: -6.390 3.503 -4.262  -0.273
C: -7.704 3.743 -4.685  -0.549
C: -8.607 2.950 -3.827  -0.711
C: -7.698 2.325 -2.971  -0.203
H: 1.283 -0.618 -1.973  0.693
H: -2.580 1.092 -2.218  0.001
H: -2.026 3.187 -2.433  0.446
H: -0.543 2.863 -3.068  0.477
H: -1.397 4.237 -4.608  0.434
H: -3.069 3.631 -4.467  -0.032
H: -2.694 2.494 -6.378  0.323
H: -0.936 2.789 -6.378  0.396
H: -1.944 -0.533 -4.291  0.596
H: -3.918 -0.187 -5.562  0.353
H: -4.275 1.430 -4.926  0.378
H: -3.690 -0.893 -2.950  0.341
H: -5.192 -1.059 -3.920  0.461
H: -4.849 0.253 -1.396  0.371
H: -6.314 0.138 -2.364  0.375
H: -4.266 2.472 -2.947  0.204
H: -5.253 2.475 -1.467  0.296
H: -5.514 3.989 -4.725  0.198
H: -8.051 4.395 -5.496  0.399
H: -9.696 2.847 -3.831  0.409
H: -8.008 1.628 -2.173  0.334
C: 3.550 1.949 3.063  -0.143
C: 2.378 2.524 2.802  -0.452
C: 1.674 2.283 1.520  0.251
O: 0.604 2.809 1.278  -0.590
C: 2.321 1.378 0.545  -0.333
C: 3.492 0.801 0.802  -0.220
C: 4.197 1.043 2.084  0.234
O: 5.265 0.515 2.322  -0.563
H: 4.080 2.114 3.993  0.454
H: 1.890 3.189 3.504  0.429
H: 1.788 1.216 -0.382  0.358
H: 3.977 0.137 0.098  0.587
C: 6.078 -1.463 -1.741  -0.288
C: 6.974 -2.108 -2.486  -0.438
C: 7.224 -1.720 -3.895  0.276
O: 8.036 -2.305 -4.575  -0.514
C: 6.438 -0.585 -4.440  -0.373
C: 5.544 0.057 -3.694  -0.444
C: 5.296 -0.332 -2.288  0.512
O: 4.477 0.258 -1.602  -0.505
H: 5.882 -1.733 -0.711  0.461
H: 7.556 -2.936 -2.103  0.422
H: 6.634 -0.315 -5.470  0.405
H: 4.961 0.887 -4.075  0.406
C: 4.165 -2.304 7.244  -0.331
C: 5.362 -1.788 7.516  -0.438
C: 6.064 -0.917 6.542  0.144
O: 7.154 -0.448 6.788  -0.533
C: 5.380 -0.641 5.255  -0.170
C: 4.184 -1.158 4.986  -0.254
C: 3.484 -2.027 5.957  0.282
O: 2.390 -2.495 5.708  -0.508
H: 3.638 -2.942 7.941  0.450
H: 5.875 -1.978 8.451  0.422
H: 5.904 -0.004 4.555  0.530
H: 3.670 -0.969 4.052  0.415
C: -2.746 -5.375 6.640  -0.400
C: -2.407 -4.937 7.851  -0.381
C: -1.132 -4.214 8.077  0.341
O: -0.821 -3.816 9.179  -0.541
C: -0.253 -3.997 6.904  -0.241
C: -0.593 -4.435 5.694  -0.258
C: -1.866 -5.157 5.468  0.294
O: -2.178 -5.554 4.363  -0.548
H: -3.672 -5.905 6.456  0.409
H: -3.037 -5.087 8.718  0.413
H: 0.673 -3.467 7.085  0.471
H: 0.039 -4.284 4.828  0.441

Results
molecular weight: 665.72 g/mol
Kohn-Sham gap: 0.2571 Eh
ΔE to the lowest compared entry with this formula, charge and spin: 0.0 kcal per mole
LUMO energy: -3.7 eV
total charge: +1